(1)
# C4H5NO

2 unconnected molecules or ions with the total composition C4H5NO (ωB97M-V with the def2-TZVPD basis set, the Open Molecules 2025 dataset).

Values from the calculation:
- largest force on an atom (eV Å⁻¹) = 3.45
- molecular weight (g mol⁻¹) = 83.09
- electronic energy (eV) = -7760.13168
- HOMO-LUMO gap (eV) = 10.286
- HOMO energy (eV) = -10.4

Geometry (Å):
1 O -0.154 -2.405 -0.805
2 N 0.520 -0.463 -0.258
3 C 0.021 2.314 1.033
4 C -0.589 -1.016 -1.084
5 C 0.705 -1.683 0.018
6 C -1.108 1.694 1.248
7 H -0.644 -0.682 -2.210
8 H -1.457 -0.565 -0.620
9 H 0.503 3.310 1.046
10 H 1.359 -2.158 0.777
11 H 0.843 1.655 0.855

Atomic partial charges in e from the natural (NBO) method, atoms 1 to 8: number 1, O, carries -0.491; number 2, N, carries -0.493; number 3, C, carries -0.835; number 4, C, carries 0.046; number 5, C, carries 0.354; number 6, C, carries 0.223; number 7, H, carries 0.188; number 8, H, carries 0.214

***

(2)
# C7H13NO

2 unconnected molecules or ions with the total composition C7H13NO (ωB97M-V with the def2-TZVPD basis set, the Open Molecules 2025 dataset).

Values from the calculation:
- largest force on an atom (eV Å⁻¹) = 0.43
- molecular weight (g mol⁻¹) = 127.19
- electronic energy (eV) = -11001.84779
- HOMO-LUMO gap (spin up / spin down) (eV) = 7.364 / 7.366
- HOMO energy (spin up / spin down) (eV) = -7.9 / -7.9

Geometry (Å):
1 O 1.834 0.528 0.393
2 N -0.246 1.830 0.077
3 C -0.271 -1.087 -0.907
4 C -1.113 0.799 0.645
5 C -3.536 0.600 -0.443
6 C 0.188 -1.193 1.601
7 C -2.449 0.686 0.064
8 C 2.603 0.406 -0.773
9 C -0.284 -0.433 0.420
10 H 1.038 1.309 0.253
11 H -0.481 1.941 -0.908
12 H 0.571 -0.528 2.373
13 H -4.502 0.542 -0.881
14 H -1.222 0.973 1.721
15 H -0.980 -1.924 -0.858
16 H -0.591 -0.421 -1.705
17 H 0.948 -1.931 1.355
18 H 2.014 0.600 -1.684
19 H 3.442 1.114 -0.769
20 H -0.697 -1.704 2.014
21 H 3.027 -0.603 -0.846
22 H 0.707 -1.506 -1.141

Atomic partial charges in e from the natural (NBO) method, atoms 1 to 8: number 1, O, carries -0.766; number 2, N, carries -0.849; number 3, C, carries -0.739; number 4, C, carries -0.281; number 5, C, carries -0.219; number 6, C, carries -0.718; number 7, C, carries -0.020; number 8, C, carries -0.253

***

(3)
# C18H18BF9N4NiOTe

A molecular structure, C18H18BF9N4NiOTe (ωB97M-V with the def2-TZVPD basis set, the Open Molecules 2025 dataset).

Values from the calculation:
- largest force on an atom (eV Å⁻¹) = 1.45
- molecular weight (g mol⁻¹) = 674.46
- electronic energy (eV) = -100445.27558
- HOMO-LUMO gap (spin up / spin down) (eV) = 9.516 / 10.052
- expectation value of S² = 2.005
- multiplicity = 3
- HOMO energy (spin up / spin down) (eV) = -9.7 / -10.2

Geometry (Å):
1 Te 1.649 0.374 3.514
2 Ni 0.322 0.262 0.145
3 F 3.437 0.090 1.621
4 F 3.095 -1.817 0.346
5 F 4.579 -0.200 -0.354
6 F 2.280 -1.350 3.205
7 F 2.901 0.354 4.859
8 F 2.321 0.228 -0.374
9 F 0.711 1.696 4.460
10 F 2.559 1.900 2.958
11 F 0.457 -0.644 4.551
12 O 0.536 0.410 2.089
13 N 0.353 2.259 -0.339
14 N -0.261 0.110 -1.923
15 N -1.782 0.169 0.406
16 N 0.251 -1.794 -0.034
17 C -2.412 -0.260 -0.685
18 C 0.392 -1.137 -2.357
19 C 0.397 -4.033 0.734
20 C -3.565 -0.644 1.753
21 C 0.297 -2.673 0.967
22 C 0.248 2.518 -1.642
23 C 0.416 -3.558 -1.612
24 C -4.215 -1.105 0.621
25 C 0.322 -2.216 -1.296
26 C -1.733 0.044 -2.002
27 C 0.494 4.580 0.127
28 C 0.457 -4.478 -0.576
29 C -3.631 -0.910 -0.623
30 C 0.340 4.859 -1.220
31 C 0.279 1.317 -2.567
32 C 0.215 3.814 -2.124
33 C 0.488 3.257 0.535
34 C -2.339 -0.017 1.606
35 B 3.418 -0.473 0.320
36 H 0.322 5.883 -1.570
37 H 1.323 1.127 -2.816
38 H 0.109 4.000 -3.185
39 H 1.447 -0.920 -2.529
40 H -5.162 -1.622 0.702
41 H -3.983 -0.781 2.740
42 H -0.035 -1.508 -3.295
43 H 0.620 5.366 0.857
44 H -1.756 0.324 2.453
45 H 0.272 -2.260 1.967
46 H -2.095 1.019 -2.336
47 H -0.246 1.549 -3.499
48 H -4.111 -1.259 -1.528
49 H 0.441 -4.719 1.567
50 H 0.546 -5.535 -0.792
51 H 0.478 -3.873 -2.646
52 H -2.040 -0.689 -2.753
53 H 0.595 2.967 1.573

Atomic partial charges in e from the natural (NBO) method, atoms 1 to 8: number 1, Te, carries 3.481; number 2, Ni, carries 1.484; number 3, F, carries -0.566; number 4, F, carries -0.556; number 5, F, carries -0.543; number 6, F, carries -0.611; number 7, F, carries -0.597; number 8, F, carries -0.608

***

(4)
# C2H5N2S

A gas-phase ion, C2H5N2S (charge +1) (ωB97M-V with the def2-TZVPD basis set, the Open Molecules 2025 dataset).

Values from the calculation:
- largest force on an atom (eV Å⁻¹) = 5.09
- molecular weight (g mol⁻¹) = 89.14
- electronic energy (eV) = -15962.48294
- total charge = +1
- HOMO-LUMO gap (eV) = 8.493
- HOMO energy (eV) = -13.9
- SMILES = [NH2+]=CNC=S

Geometry (Å):
1 S 1.765 2.289 0.077
2 N 0.784 -0.238 0.440
3 N -1.188 0.560 -0.517
4 C 1.160 1.025 0.856
5 C -0.291 -0.388 -0.332
6 H -0.520 -1.299 -0.754
7 H 1.491 -0.990 0.346
8 H 0.792 1.236 1.948
9 H -1.037 1.387 -0.041
10 H -2.048 0.270 -0.936

Atomic partial charges in e from the natural (NBO) method, atoms 1 to 8: number 1, S, carries 0.297; number 2, N, carries -0.579; number 3, N, carries -0.677; number 4, C, carries -0.250; number 5, C, carries 0.420; number 6, H, carries 0.231; number 7, H, carries 0.462; number 8, H, carries 0.228